a:
The following is a DFT calculation (ωB97M-V/def2-TZVPD) of the ion C6H10 with charge +1.

Frontier orbital gap (alpha / beta)   9.35 / 8.23 eV
2S+1   2
Total charge   +1
⟨S²⟩   0.778

Geometry (Å):
C 0.600 0.541 1.510
C 0.856 0.280 0.058
C -0.255 -0.006 -0.710
C -1.652 0.288 -0.389
C -2.671 -0.251 -1.099
C 2.229 -0.380 -0.263
H 1.564 0.979 2.115
H -0.288 1.245 1.653
H 0.407 -0.350 2.143
H -0.147 -0.646 -1.527
H -2.019 0.804 0.572
H -2.430 -0.841 -1.998
H -3.693 0.115 -0.860
H 1.903 -1.418 -0.749
H 2.669 0.161 -1.099
H 2.928 -0.521 0.642


b:
The following is a DFT calculation (ωB97M-V/def2-TZVPD) of the ion C6H10 with charge +1.

Frontier orbital gap (alpha / beta)   9.69 / 6.52 eV
2S+1   2
Total charge   +1
⟨S²⟩   0.803

Geometry (Å):
C 1.037 0.279 1.598
C 0.380 0.651 0.260
C 0.883 1.664 -0.475
C -1.757 0.214 -1.024
C -0.721 -0.173 -0.237
C -0.368 -1.666 -0.278
H 1.377 -0.747 1.444
H 1.847 0.920 1.927
H 0.264 0.083 2.353
H 0.742 1.699 -1.559
H 1.410 2.546 -0.125
H -1.985 -0.397 -1.898
H -2.310 1.141 -0.953
H 0.148 -2.098 0.577
H -1.222 -2.320 -0.460
H 0.276 -1.794 -1.150


Going by the energies, a is most stable and the next is 0.298 eV up.


a:
The following is a DFT calculation (ωB97M-V/def2-TZVPD) of a cluster of 16 separate species, C48H96O48 in total.

Frontier orbital gap   10.92 eV

Geometry (Å):
C 4.241 -0.196 1.199
O 4.861 -0.038 -0.071
C 6.028 0.606 -0.072
O 6.490 1.174 0.846
O 6.606 0.449 -1.244
C 7.886 0.985 -1.360
H 3.176 -0.336 1.035
H 4.363 0.686 1.820
H 4.660 -1.069 1.682
H 7.860 2.040 -1.072
H 8.232 0.951 -2.382
H 8.548 0.497 -0.650
C 3.447 -2.500 6.024
O 4.206 -3.151 5.020
C 3.886 -2.900 3.759
O 2.983 -2.220 3.353
O 4.644 -3.704 3.019
C 4.543 -3.628 1.604
H 3.327 -1.432 5.856
H 4.057 -2.679 6.897
H 2.438 -2.898 6.069
H 4.818 -4.555 1.109
H 5.296 -2.921 1.215
H 3.583 -3.277 1.226
C -1.421 -0.277 3.733
O -0.733 0.341 4.810
C -1.480 0.963 5.718
O -2.710 0.988 5.743
O -0.681 1.559 6.580
C -1.309 2.171 7.677
H -2.325 -0.751 4.097
H -0.775 -0.947 3.191
H -1.766 0.548 3.102
H -1.686 3.149 7.404
H -0.531 2.250 8.431
H -2.071 1.516 8.092
C -2.358 6.458 -1.061
O -2.487 5.018 -0.944
C -3.188 4.296 -1.793
O -2.993 3.140 -1.986
O -4.052 5.046 -2.473
C -4.845 4.363 -3.452
H -1.981 6.757 -2.046
H -1.645 6.755 -0.300
H -3.307 6.988 -0.929
H -5.482 5.099 -3.948
H -5.448 3.577 -3.009
H -4.239 4.010 -4.296
C 0.736 6.984 2.717
O -0.030 5.819 2.534
C 0.018 5.132 1.437
O 0.519 5.436 0.443
O -0.595 4.027 1.516
C -0.915 3.529 2.786
H 1.719 6.809 2.292
H 0.862 7.255 3.759
H 0.257 7.829 2.222
H -1.643 2.742 2.591
H -1.391 4.216 3.480
H 0.002 3.086 3.166
C 0.472 -5.356 4.499
O -0.476 -4.374 4.114
C -1.483 -4.186 4.919
O -1.810 -4.837 5.840
O -2.215 -3.214 4.380
C -3.540 -3.092 4.818
H 1.343 -4.878 4.953
H 0.911 -5.728 3.579
H 0.067 -6.108 5.162
H -4.208 -2.516 4.192
H -3.639 -2.722 5.851
H -3.985 -4.089 4.969
C 6.011 6.143 -0.170
O 5.271 5.014 -0.707
C 4.217 5.304 -1.423
O 3.954 6.337 -1.886
O 3.482 4.227 -1.530
C 2.242 4.309 -2.233
H 5.825 6.110 0.912
H 5.613 7.072 -0.562
H 7.082 6.025 -0.294
H 2.518 4.420 -3.279
H 1.602 5.149 -1.954
H 1.613 3.465 -1.985
C 1.057 7.464 -5.433
O 0.882 6.281 -4.725
C -0.070 5.464 -5.144
O -0.791 5.599 -6.102
O -0.129 4.477 -4.281
C -0.938 3.339 -4.607
H 0.242 8.169 -5.254
H 1.119 7.328 -6.514
H 1.982 7.927 -5.111
H -1.960 3.637 -4.333
H -0.713 2.554 -3.894
H -0.950 3.048 -5.652
C 2.394 2.651 0.760
O 3.367 3.495 1.316
C 3.123 4.111 2.437
O 2.401 3.827 3.347
O 3.910 5.178 2.420
C 4.026 6.113 3.464
H 1.615 3.206 0.241
H 1.761 2.171 1.522
H 2.748 1.810 0.183
H 4.336 5.626 4.387
H 3.196 6.805 3.565
H 4.839 6.789 3.178
C -0.981 -3.855 -2.536
O -2.215 -3.881 -1.796
C -2.626 -5.067 -1.344
O -1.992 -6.088 -1.348
O -3.854 -4.929 -0.807
C -4.391 -6.011 -0.055
H -0.738 -2.839 -2.787
H -1.151 -4.369 -3.488
H -0.209 -4.339 -1.947
H -4.345 -6.966 -0.579
H -5.420 -5.764 0.155
H -3.834 -6.108 0.877
C -6.487 -3.732 -2.094
O -6.037 -2.414 -1.849
C -4.953 -1.988 -2.500
O -4.487 -2.452 -3.487
O -4.672 -0.792 -2.039
C -3.613 -0.162 -2.661
H -6.004 -4.184 -2.952
H -7.560 -3.602 -2.256
H -6.429 -4.383 -1.229
H -3.738 -0.028 -3.735
H -2.627 -0.640 -2.586
H -3.445 0.818 -2.221
C -7.267 -2.582 1.142
O -6.324 -1.580 1.004
C -5.068 -1.795 1.312
O -4.603 -2.809 1.680
O -4.414 -0.688 1.107
C -3.006 -0.738 1.368
H -8.269 -2.234 0.877
H -7.397 -2.987 2.144
H -7.170 -3.393 0.424
H -2.572 0.194 1.026
H -2.524 -1.553 0.825
H -2.878 -0.906 2.440
C -0.309 1.493 -1.210
O -0.025 0.782 -0.029
C -0.040 -0.514 -0.080
O -0.590 -1.137 -0.945
O 0.598 -0.974 0.944
C 0.584 -2.345 1.254
H 0.582 1.566 -1.837
H -0.571 2.505 -0.905
H -1.166 1.095 -1.745
H 0.676 -3.052 0.424
H -0.256 -2.669 1.870
H 1.511 -2.452 1.819
C -0.274 -6.608 1.285
O 1.054 -6.786 0.753
C 1.363 -8.005 0.472
O 0.631 -8.823 0.322
O 2.640 -8.198 0.334
C 3.595 -7.130 0.294
H -0.339 -6.752 2.360
H -0.935 -7.265 0.716
H -0.637 -5.595 1.095
H 4.077 -6.956 1.272
H 3.109 -6.156 0.199
H 4.334 -7.441 -0.428
C 1.988 -6.124 -2.584
O 1.998 -4.775 -3.019
C 2.431 -3.876 -2.199
O 2.909 -4.051 -1.125
O 2.156 -2.718 -2.719
C 2.723 -1.588 -2.024
H 2.915 -6.403 -2.096
H 1.821 -6.722 -3.470
H 1.163 -6.289 -1.885
H 3.796 -1.534 -2.195
H 2.573 -1.745 -0.955
H 2.198 -0.731 -2.422
C -3.223 2.310 -7.366
O -2.986 1.375 -6.328
C -2.018 0.445 -6.489
O -1.415 0.223 -7.496
O -1.867 -0.155 -5.317
C -0.740 -0.904 -5.035
H -4.278 2.578 -7.305
H -3.105 1.880 -8.358
H -2.621 3.205 -7.228
H 0.215 -0.397 -5.199
H -0.661 -1.836 -5.606
H -0.800 -1.209 -3.996


b:
The following is a DFT calculation (ωB97M-V/def2-TZVPD) of a cluster of 16 separate species, C48H96O48 in total.

Frontier orbital gap   10.51 eV

Geometry (Å):
C -1.484 2.013 0.298
O -0.871 0.814 -0.153
C 0.018 0.686 -1.132
O 0.266 1.530 -1.989
O 0.675 -0.516 -0.928
C 1.821 -0.819 -1.664
H -1.983 2.605 -0.469
H -0.697 2.702 0.605
H -2.131 1.777 1.142
H 2.286 -1.706 -1.233
H 2.433 0.082 -1.700
H 1.506 -1.083 -2.674
C -3.907 -3.672 -3.489
O -3.520 -4.292 -2.243
C -2.521 -5.216 -2.196
O -1.826 -5.591 -3.214
O -2.435 -5.541 -0.881
C -1.460 -6.380 -0.410
H -4.287 -2.657 -3.370
H -4.674 -4.224 -4.032
H -3.075 -3.604 -4.190
H -0.494 -5.878 -0.464
H -1.299 -7.228 -1.076
H -1.686 -6.715 0.602
C -4.253 0.380 -12.525
O -4.695 1.079 -11.384
C -3.872 1.723 -10.545
O -2.691 1.742 -10.681
O -4.568 2.287 -9.558
C -3.872 2.962 -8.502
H -3.689 -0.468 -12.138
H -3.615 0.969 -13.184
H -5.068 -0.116 -13.050
H -3.085 3.609 -8.890
H -3.568 2.198 -7.787
H -4.527 3.664 -7.985
C 4.471 -8.928 -3.580
O 4.073 -9.543 -2.341
C 4.438 -10.718 -1.953
O 5.157 -11.495 -2.599
O 3.897 -10.934 -0.822
C 4.133 -12.139 -0.062
H 3.510 -8.483 -3.837
H 4.557 -9.625 -4.414
H 5.291 -8.222 -3.444
H 4.250 -12.008 1.014
H 4.920 -12.816 -0.393
H 3.248 -12.754 -0.225
C 9.688 -5.972 0.070
O 10.352 -7.159 0.290
C 10.222 -8.126 -0.529
O 9.927 -8.067 -1.710
O 10.663 -9.170 0.095
C 10.900 -10.370 -0.722
H 8.642 -6.089 -0.211
H 10.140 -5.467 -0.784
H 9.714 -5.233 0.871
H 10.903 -11.188 -0.001
H 11.800 -10.447 -1.332
H 9.957 -10.515 -1.249
C -12.719 3.738 -0.769
O -11.452 4.314 -0.973
C -11.018 5.228 -0.099
O -11.429 5.469 1.071
O -9.967 5.836 -0.744
C -9.328 6.943 -0.080
H -13.474 4.515 -0.893
H -12.737 3.282 0.220
H -13.052 3.016 -1.514
H -8.513 6.454 0.454
H -9.948 7.570 0.561
H -8.927 7.555 -0.888
C -1.752 12.104 3.276
O -2.962 11.975 4.001
C -3.596 10.804 4.072
O -3.264 9.811 3.424
O -4.496 10.837 5.046
C -5.287 9.715 5.371
H -1.185 12.978 3.598
H -2.021 12.308 2.240
H -1.093 11.250 3.437
H -5.618 9.283 4.426
H -6.157 9.984 5.970
H -4.681 9.077 6.014
C 7.117 1.439 2.057
O 6.219 0.634 2.829
C 6.168 0.724 4.147
O 6.616 1.646 4.798
O 5.448 -0.436 4.642
C 5.130 -0.555 6.026
H 8.103 0.976 2.022
H 7.225 2.463 2.412
H 6.828 1.542 1.011
H 4.580 0.341 6.312
H 6.016 -0.705 6.644
H 4.500 -1.422 6.224
C 11.001 -2.273 -6.872
O 10.146 -1.363 -7.498
C 9.320 -0.555 -6.723
O 9.104 -0.751 -5.551
O 8.781 0.437 -7.502
C 7.917 1.376 -6.951
H 10.493 -3.127 -6.426
H 11.685 -1.725 -6.224
H 11.542 -2.732 -7.700
H 7.142 0.881 -6.365
H 7.457 1.971 -7.740
H 8.399 2.136 -6.337
C 4.528 7.936 0.119
O 5.567 8.029 1.119
C 6.205 9.201 1.374
O 5.911 10.269 0.896
O 7.197 8.948 2.221
C 8.433 9.708 2.195
H 4.984 8.298 -0.803
H 3.707 8.569 0.455
H 4.127 6.934 -0.033
H 8.267 10.715 2.577
H 8.877 9.666 1.201
H 9.153 9.400 2.953
C 0.937 -4.304 -10.252
O 0.841 -5.651 -9.885
C -0.344 -6.247 -10.032
O -1.277 -5.791 -10.659
O -0.197 -7.549 -9.635
C -1.235 -8.484 -9.970
H 0.418 -4.208 -11.206
H 1.932 -3.889 -10.411
H 0.444 -3.734 -9.464
H -1.029 -8.892 -10.960
H -2.217 -8.023 -10.071
H -1.314 -9.351 -9.314
C -10.451 -3.926 8.067
O -9.673 -3.118 7.188
C -9.939 -3.140 5.842
O -10.856 -3.779 5.319
O -9.127 -2.217 5.219
C -9.167 -2.278 3.800
H -9.966 -3.757 9.028
H -10.418 -4.973 7.765
H -11.484 -3.579 8.038
H -8.799 -1.332 3.402
H -10.235 -2.255 3.583
H -8.766 -3.165 3.310
C -3.851 9.973 -4.490
O -4.646 11.122 -4.801
C -5.633 11.038 -5.669
O -6.228 10.029 -6.031
O -6.080 12.251 -5.931
C -7.392 12.450 -6.504
H -3.200 9.900 -5.361
H -4.463 9.076 -4.391
H -3.307 10.136 -3.560
H -8.107 12.459 -5.681
H -7.692 11.656 -7.187
H -7.612 13.400 -6.992
C -0.215 5.471 7.221
O 0.904 6.223 6.761
C 1.929 6.269 7.621
O 2.186 5.588 8.590
O 2.700 7.197 7.181
C 4.050 7.349 7.762
H -0.989 5.531 6.456
H -0.588 5.986 8.106
H -0.028 4.508 7.695
H 4.800 6.571 7.620
H 4.042 7.484 8.844
H 4.489 8.225 7.284
C -4.628 -2.166 10.860
O -3.678 -1.874 9.792
C -3.681 -2.645 8.647
O -4.251 -3.755 8.562
O -2.881 -2.092 7.780
C -2.788 -2.700 6.499
H -5.316 -1.324 10.950
H -4.037 -2.195 11.774
H -5.195 -3.092 10.766
H -3.759 -2.609 6.012
H -2.652 -3.733 6.818
H -1.943 -2.352 5.905
C 3.639 -8.145 5.402
O 2.325 -8.354 5.976
C 2.130 -9.088 7.091
O 2.979 -9.473 7.864
O 0.794 -9.316 7.187
C 0.264 -10.204 8.191
H 3.936 -9.017 4.820
H 4.471 -7.771 5.999
H 3.495 -7.357 4.663
H -0.812 -10.268 8.029
H 0.425 -9.846 9.208
H 0.787 -11.160 8.185


Going by the energies, a is most stable and the next is 5.223 eV up.